1.
Below is an isolated ion of composition C5H12N and charge +1 in a non-equilibrium geometry, with properties calculated with wB97M-V/def2-TZVPD.

As for the charge: +1. The value obtained for the gap between HOMO and LUMO is 10.993 eV. The SMILES is C=C([NH3+])CCC. The HOMO energy comes out at -14.72 eV. For the LUMO energy, the calculation gives -3.72 eV. The molecular weight comes out at 86.16 g/mol.

Each atom is followed by the atoms it is bonded to, with distances in Å.
Element x y z (Å)
1 C -1.67394 -1.08313 0.55034  C2 1.330, H7 1.088, H8 1.080
2 C -0.39242 -0.90425 0.24259  C1 1.330, N3 1.533, C4 1.508
3 N 0.54985 -1.27524 1.39355  C2 1.533, H9 1.023, H10 1.021, H11 1.018
4 C 0.45273 -0.44527 -0.91916  C2 1.508, C5 1.536, H12 1.099, H13 1.096
5 C 0.70414 1.06132 -1.08358  C4 1.536, C6 1.554, H14 1.098, H15 1.107
6 C -0.22092 2.00510 -0.26558  C5 1.554, H16 1.088, H17 1.074, H18 1.088
7 H -1.94467 -1.17297 1.59993  C1 1.088
8 H -2.43970 -1.28234 -0.18514  C1 1.080
9 H 0.23678 -0.86893 2.27886  N3 1.023
10 H 0.52835 -2.29392 1.46040  N3 1.021
11 H 1.51596 -1.03694 1.17916  N3 1.018
12 H 1.42164 -0.95873 -0.84737  C4 1.099
13 H 0.17621 -0.85097 -1.89892  C4 1.096
14 H 0.61998 1.35921 -2.13740  C5 1.098
15 H 1.79476 1.23275 -0.99902  C5 1.107
16 H 0.24265 2.98512 -0.35983  C6 1.088
17 H -1.18241 1.93110 -0.73864  C6 1.074
18 H -0.38901 1.59808 0.72981  C6 1.088


2.
Below is a 7-piece molecular cluster, C65H44O17 overall in a non-equilibrium geometry, with properties calculated with wB97M-V/def2-TZVPD.

As for the charge: 0. The value obtained for the gap between HOMO and LUMO is 7.960 eV. The SMILES is O=C1c2ccccc2C(=O)c2ccccc21.O=C1c2ccccc2C(=O)c2ccccc21.O=C1c2ccccc2C(=O)c2ccccc21.O=C1c2ccccc2C(=O)c2ccccc21.O=C1OCCO1.O=C1OCCO1.O=C1OCCO1. The HOMO energy comes out at -9.56 eV. For the LUMO energy, the calculation gives -1.60 eV. The molecular weight comes out at 1097.05 g/mol.

Each atom is followed by the atoms it is bonded to, with distances in Å.
Element x y z (Å)
1 O -4.21841 -20.18663 -29.54160  C2 1.253
2 C -4.21433 -18.99709 -29.14783  O1 1.253, C3 1.520, C16 1.503
3 C -5.12977 -17.99104 -29.82555  C2 1.520, C4 1.361, C8 1.449
4 C -6.07803 -18.40061 -30.71122  C3 1.361, C5 1.424, H17 1.080
5 C -6.88524 -17.45131 -31.40075  C4 1.424, C6 1.411, H18 1.080
6 C -6.69453 -16.08268 -31.11485  C5 1.411, C7 1.359, H19 1.080
7 C -5.77175 -15.65317 -30.21450  C6 1.359, C8 1.428, H20 1.080
8 C -4.96844 -16.58976 -29.49513  C3 1.449, C7 1.428, C9 1.506
9 C -4.00359 -15.98238 -28.51123  C8 1.506, O10 1.226, C11 1.546
10 O -3.91759 -14.77840 -28.29486  C9 1.226
11 C -3.00956 -17.01919 -27.93873  C9 1.546, C12 1.382, C16 1.433
12 C -1.96021 -16.68043 -27.10518  C11 1.382, C13 1.386, H21 1.080
13 C -1.27421 -17.57364 -26.29807  C12 1.386, C14 1.380, H22 1.080
14 C -1.52390 -18.92313 -26.43813  C13 1.380, C15 1.366, H23 1.080
15 C -2.53463 -19.33764 -27.25771  C14 1.366, C16 1.470, H24 1.080
16 C -3.26050 -18.41564 -28.14281  C2 1.503, C11 1.433, C15 1.470
17 H -6.22395 -19.38541 -31.12987  C4 1.080
18 H -7.53776 -17.76032 -32.20396  C5 1.080
19 H -7.15840 -15.28391 -31.67450  C6 1.080
20 H -5.68710 -14.58815 -30.05652  C7 1.080
21 H -1.64026 -15.69619 -26.79647  C12 1.080
22 H -0.61218 -17.21905 -25.52191  C13 1.080
23 H -1.17946 -19.70179 -25.77372  C14 1.080
24 H -2.75942 -20.38316 -27.10690  C15 1.080
25 O -2.29120 -13.81211 -20.96801  C26 1.242
26 C -2.62227 -12.80961 -20.31470  O25 1.242, C27 1.546, C40 1.448
27 C -1.74918 -12.53288 -19.06862  C26 1.546, C28 1.383, C32 1.436
28 C -0.63946 -13.30791 -18.78290  C27 1.383, C29 1.365, H41 1.080
29 C 0.20749 -12.91723 -17.78617  C28 1.365, C30 1.388, H42 1.080
30 C -0.07671 -11.88011 -16.90835  C29 1.388, C31 1.420, H43 1.080
31 C -1.17975 -11.05479 -17.25303  C30 1.420, C32 1.420, H44 1.080
32 C -2.07024 -11.35126 -18.31882  C27 1.436, C31 1.420, C33 1.449
33 C -3.29791 -10.61052 -18.52801  C32 1.449, O34 1.270, C35 1.507
34 O -3.66066 -9.70248 -17.71740  C33 1.270
35 C -3.96640 -10.75888 -19.87076  C33 1.507, C36 1.404, C40 1.418
36 C -4.87295 -9.81481 -20.37947  C35 1.404, C37 1.414, H45 1.080
37 C -5.31567 -9.94555 -21.71610  C36 1.414, C38 1.305, H46 1.080
38 C -4.76672 -10.80595 -22.52897  C37 1.305, C39 1.365, H47 1.080
39 C -4.02342 -11.85538 -22.07108  C38 1.365, C40 1.413, H48 1.080
40 C -3.62626 -11.84589 -20.71473  C26 1.448, C35 1.418, C39 1.413
41 H -0.50906 -14.20454 -19.37066  C28 1.080
42 H 1.07912 -13.52048 -17.57941  C29 1.080
43 H 0.52690 -11.51994 -16.08838  C30 1.080
44 H -1.41928 -10.17838 -16.66914  C31 1.080
45 H -5.37525 -9.11730 -19.72558  C36 1.080
46 H -6.05529 -9.22992 -22.04360  C37 1.080
47 H -5.04100 -10.62816 -23.55833  C38 1.080
48 H -3.59279 -12.57871 -22.74766  C39 1.080
49 O -13.96482 -10.40039 -21.83745  C50 1.234
50 C -13.96259 -11.49095 -22.41441  O49 1.234, C51 1.592, C64 1.537
51 C -12.95769 -11.95012 -23.55996  C50 1.592, C52 1.433, C56 1.392
52 C -11.98133 -11.02585 -24.05660  C51 1.433, C53 1.364, H65 1.080
53 C -11.10738 -11.35819 -25.04941  C52 1.364, C54 1.400, H66 1.080
54 C -11.24459 -12.61144 -25.65789  C53 1.400, C55 1.412, H67 1.080
55 C -12.27433 -13.48147 -25.23932  C54 1.412, C56 1.389, H68 1.080
56 C -13.08307 -13.20717 -24.14381  C51 1.392, C55 1.389, C57 1.478
57 C -14.10168 -14.18903 -23.71493  C56 1.478, O58 1.240, C59 1.502
58 O -14.14370 -15.33056 -24.19780  C57 1.240
59 C -15.12073 -13.79354 -22.68532  C57 1.502, C60 1.408, C64 1.495
60 C -16.11637 -14.64296 -22.16490  C59 1.408, C61 1.368, H69 1.080
61 C -17.01257 -14.31958 -21.18388  C60 1.368, C62 1.382, H70 1.080
62 C -16.88320 -13.12077 -20.50837  C61 1.382, C63 1.388, H71 1.080
63 C -15.93996 -12.17790 -20.89200  C62 1.388, C64 1.432, H72 1.080
64 C -15.06744 -12.47155 -21.98943  C50 1.537, C59 1.495, C63 1.432
65 H -11.94053 -10.06586 -23.56349  C52 1.080
66 H -10.34720 -10.65987 -25.36698  C53 1.080
67 H -10.82354 -12.87891 -26.61581  C54 1.080
68 H -12.42697 -14.32188 -25.90024  C55 1.080
69 H -15.87144 -15.66088 -22.42992  C60 1.080
70 H -17.68991 -15.13845 -20.99132  C61 1.080
71 H -17.52000 -12.91921 -19.65969  C62 1.080
72 H -15.83383 -11.25585 -20.33979  C63 1.080
73 O -5.50390 -18.20730 -26.06260  C74 1.250
74 C -6.37439 -17.59029 -25.41059  O73 1.250, C75 1.525, C88 1.498
75 C -7.77581 -17.20539 -25.87266  C74 1.525, C76 1.392, C80 1.379
76 C -8.12071 -17.29387 -27.21810  C75 1.392, C77 1.378, H89 1.080
77 C -9.41096 -17.10525 -27.66482  C76 1.378, C78 1.355, H90 1.080
78 C -10.36523 -16.73438 -26.77710  C77 1.355, C79 1.364, H91 1.080
79 C -10.05418 -16.68117 -25.44993  C78 1.364, C80 1.383, H92 1.080
80 C -8.77791 -16.91250 -24.97108  C75 1.379, C79 1.383, C81 1.524
81 C -8.41287 -16.74365 -23.50124  C80 1.524, O82 1.239, C83 1.463
82 O -9.28725 -16.53119 -22.64936  C81 1.239
83 C -6.99237 -16.55637 -23.20645  C81 1.463, C84 1.467, C88 1.430
84 C -6.65385 -15.86630 -21.95729  C83 1.467, C85 1.428, H93 1.080
85 C -5.25459 -15.84059 -21.67380  C84 1.428, C86 1.421, H94 1.080
86 C -4.18729 -16.25592 -22.51430  C85 1.421, C87 1.405, H95 1.080
87 C -4.61055 -16.92101 -23.67757  C86 1.405, C88 1.419, H96 1.080
88 C -5.96352 -16.99158 -24.09981  C74 1.498, C83 1.430, C87 1.419
89 H -7.34004 -17.57234 -27.91050  C76 1.080
90 H -9.67449 -17.30237 -28.69347  C77 1.080
91 H -11.36772 -16.69567 -27.17698  C78 1.080
92 H -10.90841 -16.53260 -24.80601  C79 1.080
93 H -7.34665 -15.48208 -21.22327  C84 1.080
94 H -4.94495 -15.48874 -20.70079  C85 1.080
95 H -3.14730 -16.33598 -22.23427  C86 1.080
96 H -3.86161 -17.48344 -24.21531  C87 1.080
97 O -4.95102 -8.16519 -31.33097  C98 1.216
98 C -5.17575 -8.88220 -30.37429  O97 1.216, O99 1.414, O102 1.343
99 O -6.18283 -8.55017 -29.43825  C98 1.414, C100 1.450
100 C -6.57026 -9.76160 -28.74173  O99 1.450, C101 1.539, H103 1.090, H104 1.090
101 C -5.25231 -10.54853 -28.84650  C100 1.539, O102 1.415, H105 1.090, H106 1.090
102 O -4.55273 -9.99134 -29.94275  C98 1.343, C101 1.415
103 H -6.71806 -9.40799 -27.72133  C100 1.090
104 H -7.48858 -10.09698 -29.22371  C100 1.090
105 H -5.27428 -11.62354 -29.02528  C101 1.090
106 H -4.76544 -10.39544 -27.88337  C101 1.090
107 O -7.99680 -9.51505 -19.20109  C108 1.164
108 C -8.85665 -9.50850 -19.98541  O107 1.164, O109 1.330, O112 1.314
109 O -10.16566 -9.31631 -19.84488  C108 1.330, C110 1.418
110 C -10.76307 -9.54995 -21.10904  O109 1.418, C111 1.453, H113 1.090, H114 1.090
111 C -9.67931 -9.19092 -22.00730  C110 1.453, O112 1.429, H115 1.090, H116 1.090
112 O -8.51803 -9.54756 -21.25424  C108 1.314, C111 1.429
113 H -11.14876 -10.56763 -21.16950  C110 1.090
114 H -11.51092 -8.75710 -21.09503  C110 1.090
115 H -9.69796 -8.15646 -22.35028  C111 1.090
116 H -9.70645 -9.69284 -22.97448  C111 1.090
117 O -7.80044 -10.30486 -24.80606  C118 1.242
118 C -7.45687 -11.42257 -25.22473  O117 1.242, O119 1.273, O122 1.301
119 O -8.04627 -12.54887 -25.15137  C118 1.273, C120 1.395
120 C -7.53572 -13.51328 -26.01971  O119 1.395, C121 1.475, H123 1.090, H124 1.090
121 C -6.15402 -13.00816 -26.11959  C120 1.475, O122 1.498, H125 1.090, H126 1.090
122 O -6.41378 -11.53868 -25.99372  C118 1.301, C121 1.498
123 H -7.50013 -14.53372 -25.63823  C120 1.090
124 H -8.20501 -13.53213 -26.87982  C120 1.090
125 H -5.78153 -13.34432 -27.08724  C121 1.090
126 H -5.60349 -13.35729 -25.24602  C121 1.090


3.
Below is an isolated ion of composition C21H45BN4O10P and charge -1 in a non-equilibrium geometry, with properties calculated with wB97M-V/def2-TZVPD.

As for the charge: -1. The value obtained for the gap between HOMO and LUMO is 6.939 eV. The SMILES is CC(C)=N[C@@](CCN)(CP(=O)(O)O)O[C@H](CCCCCN)[C@@H](O[C@H](OC[C@@H](C)O)C(=O)[O-])B(O)N(C)C. The HOMO energy comes out at -4.68 eV. For the LUMO energy, the calculation gives 2.26 eV. The molecular weight comes out at 555.39 g/mol.

Each atom is followed by the atoms it is bonded to, with distances in Å.
Element x y z (Å)
1 C -4.14779 -3.82944 -0.05847  C2 1.516, H38 1.101, H39 1.090, H40 1.082
2 C -4.06923 -2.48798 -0.75961  C1 1.516, C3 1.517, N4 1.273
3 C -5.40508 -1.99081 -1.27837  C2 1.517, H41 1.084, H42 1.095, H43 1.092
4 N -2.93090 -1.93986 -0.91225  C2 1.273, C5 1.455
5 C -2.59811 -0.60271 -0.44358  N4 1.455, C6 1.573, C9 1.544, O14 1.396
6 C -2.90754 0.40641 -1.61041  C5 1.573, C7 1.524, H44 1.090, H45 1.095
7 C -2.35684 1.81290 -1.40724  C6 1.524, N8 1.490, H46 1.100, H47 1.088
8 N -2.66547 2.63039 -2.61459  C7 1.490, H48 1.017, H49 1.014
9 C -3.48198 -0.12860 0.73090  C5 1.544, P10 1.820, H50 1.093, H51 1.085
10 P -3.31718 -1.09126 2.26723  C9 1.820, O11 1.463, O12 1.596, O13 1.625
11 O -4.57763 -1.61610 2.79362  P10 1.463
12 O -2.21003 -2.22004 2.04858  P10 1.596, H52 0.967
13 O -2.66196 -0.10733 3.38177  P10 1.625, H53 0.966
14 O -1.29513 -0.41651 0.02229  C5 1.396, C15 1.409
15 C -0.24084 -1.15185 -0.55593  O14 1.409, C16 1.559, C22 1.545, H54 1.092
16 C 0.81902 -1.33758 0.57284  C15 1.559, C17 1.524, H55 1.097, H56 1.084
17 C 0.81527 -0.24413 1.63507  C16 1.524, C18 1.552, H57 1.089, H58 1.092
18 C 1.86992 -0.59710 2.71748  C17 1.552, C19 1.537, H59 1.093, H60 1.089
19 C 1.49062 0.12215 4.02122  C18 1.537, C20 1.530, H61 1.094, H62 1.095
20 C 2.54168 -0.17099 5.09331  C19 1.530, N21 1.470, H63 1.091, H64 1.098
21 N 2.02600 -0.02265 6.46201  C20 1.470, H65 1.013, H66 1.013
22 C 0.33710 -0.47702 -1.82021  C15 1.545, O23 1.420, B33 1.611, H67 1.101
23 O 0.79422 0.84931 -1.59911  C22 1.420, C24 1.388
24 C 2.12210 1.01123 -1.22704  O23 1.388, O25 1.442, C30 1.560, H68 1.097
25 O 2.09664 2.11413 -0.29896  C24 1.442, C26 1.398
26 C 3.27113 2.20325 0.45427  O25 1.398, C27 1.538, H69 1.105, H70 1.096
27 C 3.88637 3.60824 0.33905  C26 1.538, C28 1.531, O29 1.421, H71 1.088
28 C 3.24243 4.53954 1.36917  C27 1.531, H72 1.094, H73 1.093, H74 1.090
29 O 5.28786 3.56346 0.56699  C27 1.421, H75 0.961
30 C 3.06704 1.44485 -2.38948  C24 1.560, O31 1.263, O32 1.245
31 O 4.06173 0.70498 -2.62875  C30 1.263
32 O 2.76377 2.49653 -2.98335  C30 1.245
33 B 1.29052 -1.45132 -2.67930  C22 1.611, O34 1.414, N35 1.440
34 O 1.77285 -2.65914 -2.12519  B33 1.414, H76 0.966
35 N 1.65822 -1.20145 -4.04858  B33 1.440, C36 1.477, C37 1.504
36 C 0.93635 -0.04807 -4.62213  N35 1.477, H77 1.089, H78 1.100, H79 1.095
37 C 1.16411 -2.41279 -4.79113  N35 1.504, H80 1.101, H81 1.087, H82 1.087
38 H -4.49840 -4.56727 -0.79637  C1 1.101
39 H -4.90286 -3.78717 0.72674  C1 1.090
40 H -3.17234 -4.16173 0.27224  C1 1.082
41 H -5.32221 -1.21703 -2.03261  C3 1.084
42 H -6.02737 -1.69655 -0.42686  C3 1.095
43 H -5.91176 -2.85597 -1.71154  C3 1.092
44 H -2.58066 0.00380 -2.56894  C6 1.090
45 H -3.99272 0.51057 -1.70806  C6 1.095
46 H -2.88537 2.29613 -0.57271  C7 1.100
47 H -1.29962 1.84277 -1.15279  C7 1.088
48 H -1.95706 3.35871 -2.64673  N8 1.017
49 H -3.51963 3.14980 -2.44269  N8 1.014
50 H -3.07545 0.85639 0.97203  C9 1.093
51 H -4.51508 0.03254 0.44117  C9 1.085
52 H -1.98645 -2.58305 2.91647  O12 0.967
53 H -2.31191 0.66827 2.92469  O13 0.966
54 H -0.46564 -2.17514 -0.86270  C15 1.092
55 H 0.49773 -2.24986 1.09046  C16 1.097
56 H 1.80369 -1.55855 0.17585  C16 1.084
57 H -0.12767 -0.20964 2.17852  C17 1.089
58 H 0.98356 0.75880 1.23676  C17 1.092
59 H 1.72336 -1.66073 2.92308  C18 1.093
60 H 2.88033 -0.34415 2.39873  C18 1.089
61 H 0.52598 -0.23621 4.39247  C19 1.094
62 H 1.36972 1.19596 3.84589  C19 1.095
63 H 2.83630 -1.21490 4.98037  C20 1.091
64 H 3.39808 0.49298 4.91611  C20 1.098
65 H 1.64911 0.90500 6.61876  N21 1.013
66 H 2.79807 -0.12903 7.10929  N21 1.013
67 H -0.54787 -0.36782 -2.46535  C22 1.101
68 H 2.57683 0.18095 -0.67188  C24 1.097
69 H 3.09345 2.00961 1.52759  C26 1.105
70 H 4.05977 1.50647 0.14811  C26 1.096
71 H 3.70682 4.00721 -0.65729  C27 1.088
72 H 3.76310 5.49965 1.31382  C28 1.094
73 H 3.36935 4.15886 2.38615  C28 1.093
74 H 2.19196 4.71459 1.13700  C28 1.090
75 H 5.46700 3.37038 1.49132  O29 0.961
76 H 2.61069 -2.41383 -1.71066  O34 0.966
77 H 1.18323 0.89628 -4.13850  C36 1.089
78 H -0.15540 -0.18109 -4.65438  C36 1.100
79 H 1.25683 0.04496 -5.66464  C36 1.095
80 H 0.25406 -2.80848 -4.31500  C37 1.101
81 H 1.92202 -3.18982 -4.73643  C37 1.087
82 H 0.88518 -2.15533 -5.80964  C37 1.087


4.
Below is a 2-piece molecular cluster, H2N2O2 overall in a non-equilibrium geometry, with properties calculated with wB97M-V/def2-TZVPD.

As for the charge: -2. The value obtained for the gap between HOMO and LUMO is 6.184 eV. The HOMO energy comes out at 0.90 eV. For the LUMO energy, the calculation gives 7.08 eV. The molecular weight comes out at 62.03 g/mol.

Each atom is followed by the atoms it is bonded to, with distances in Å.
Element x y z (Å)
1 N -0.85253 0.20180 0.06176  H5 1.139, H6 1.061
2 N 8.75670 -0.26839 0.17192  O3 1.290, O4 1.399
3 O 9.27279 0.82756 0.61475  N2 1.290
4 O 9.49409 -0.93375 -0.81284  N2 1.399
5 H -0.90912 1.02991 -0.71760  N1 1.139
6 H 0.16298 0.02545 0.31339  N1 1.061


Question: Among the records above, which one has the highest gap between HOMO and LUMO?
Answer: C5H12N